C51H115N5O9 | the ωB97M-V functional and the def2-TZVPD basis

Last columns: bonded neighbours and bond lengths (Å).
Element x y z (Å)
1 O -4.41 -3.81 -7.76  N12 1.297, H148 0.960
2 O 7.98 -0.30 -1.99  C22 1.405, H84 0.960
3 O -5.11 0.62 2.78  N14 1.433, H72 0.960
4 O 0.64 -1.33 -2.20  N13 1.385, H155 0.960
5 O 5.22 2.95 3.05  N11 1.396, H71 0.960
6 O -1.27 -4.54 -1.91  C33 1.332, H162 0.960
7 O -3.76 -3.79 -0.90  C52 1.380, H81 0.960
8 O 3.33 -2.27 1.48  N10 1.394, H111 0.960
9 O 1.89 1.25 -7.35  C24 1.459, H99 0.960
10 N 3.21 -3.03 2.64  O8 1.394, C34 1.473, C51 1.498
11 N 5.51 4.31 2.96  O5 1.396, C25 1.529, C38 1.480
12 N -4.91 -3.03 -6.85  O1 1.297, C43 1.461, C50 1.506
13 N 0.29 -0.10 -1.67  O4 1.385, C23 1.478, C65 1.455
14 N -4.43 1.43 3.74  O3 1.433, C39 1.526, C44 1.474
15 C 5.39 7.20 2.68  C26 1.529, C58 1.583, H135 1.090, H173 1.090
16 C -0.63 2.39 -0.61  C35 1.500, C63 1.509, H69 1.090, H136 1.090
17 C -4.25 3.75 4.83  C21 1.532, C39 1.558, H87 1.090, H174 1.090
18 C -2.07 -0.48 -1.01  C23 1.538, H116 1.090, H131 1.090, H140 1.090
19 C -4.93 -0.95 -8.39  C50 1.576, H96 1.090, H121 1.090, H146 1.090
20 C -5.33 -1.23 -4.48  C31 1.582, C37 1.524, H128 1.090, H129 1.090
21 C -2.73 3.60 4.84  C17 1.532, C29 1.561, H141 1.090, H152 1.090
22 C 6.84 -0.66 -2.72  O2 1.405, C46 1.525, H74 1.090, H177 1.090
23 C -1.11 0.29 -1.93  N13 1.478, C18 1.538, C35 1.541, C42 1.567
24 C 0.91 1.82 -6.43  O9 1.459, H86 1.090, H104 1.090, H158 1.090
25 C 5.50 4.82 1.52  N11 1.529, C26 1.569, C30 1.598, C54 1.560
26 C 5.95 6.32 1.56  C15 1.529, C25 1.569, H108 1.090, H113 1.090
27 C 3.01 -3.10 5.09  C34 1.537, C56 1.517, H100 1.090, H106 1.090
28 C 3.87 5.07 4.65  C38 1.533, H88 1.090, H97 1.090, H179 1.090
29 C -2.36 2.09 5.01  C21 1.561, C44 1.549, H95 1.090, H142 1.090
30 C 6.73 4.16 0.72  C25 1.598, H85 1.090, H118 1.090, H176 1.090
31 C -5.24 -0.77 -5.99  C20 1.582, C50 1.500, H67 1.090, H77 1.090
32 C -6.43 2.93 4.14  C39 1.535, H107 1.090, H109 1.090, H172 1.090
33 C -0.59 -4.40 -0.77  O6 1.332, H73 1.090, H94 1.090, H124 1.090
34 C 2.87 -2.22 3.83  N10 1.473, C27 1.537, C40 1.609, C57 1.583
35 C -1.27 1.82 -1.85  C16 1.500, C23 1.541, H123 1.090, H159 1.090
36 C -2.21 1.35 2.61  C44 1.567, H139 1.090, H167 1.090, H170 1.090
37 C -5.92 -2.64 -4.54  C20 1.524, C43 1.542, H132 1.090, H156 1.090
38 C 5.35 5.05 4.24  N11 1.480, C28 1.533, C41 1.577, C58 1.532
39 C -4.95 2.87 3.75  N14 1.526, C17 1.558, C32 1.535, C48 1.549
40 C 1.34 -1.76 3.71  C34 1.609, H119 1.090, H122 1.090, H178 1.090
41 C 6.33 4.42 5.30  C38 1.577, H101 1.090, H114 1.090, H117 1.090
42 C -1.47 -0.03 -3.42  C23 1.567, H110 1.090, H145 1.090, H168 1.090
43 C -5.26 -3.60 -5.55  N12 1.461, C37 1.542, C47 1.588, C55 1.513
44 C -2.99 1.15 3.95  N14 1.474, C29 1.549, C36 1.567, C59 1.562
45 C 2.51 0.59 -1.70  C65 1.497, H127 1.090, H160 1.090, H171 1.090
46 C 5.67 0.23 -2.31  C22 1.525, H90 1.090, H102 1.090, H151 1.090
47 C -6.40 -4.68 -5.77  C43 1.588, H138 1.090, H144 1.090, H153 1.090
48 C -4.88 3.56 2.37  C39 1.549, H91 1.090, H103 1.090, H133 1.090
49 C 3.54 -5.16 1.37  C51 1.529, H66 1.090, H147 1.090, H166 1.090
50 C -4.50 -1.59 -7.01  N12 1.506, C19 1.576, C31 1.500, C60 1.587
51 C 2.71 -4.42 2.42  N10 1.498, C49 1.529, C61 1.535, C62 1.542
52 C -4.04 -5.14 -0.95  O7 1.380, C53 1.527, H83 1.090, H175 1.090
53 C -5.50 -5.36 -1.31  C52 1.527, H82 1.090, H105 1.090, H180 1.090
54 C 4.10 4.74 0.83  C25 1.560, H78 1.090, H92 1.090, H157 1.090
55 C -4.05 -4.23 -4.89  C43 1.513, H80 1.090, H149 1.090, H154 1.090
56 C 2.30 -4.43 4.97  C27 1.517, C61 1.524, H134 1.090, H143 1.090
57 C 3.86 -0.99 3.87  C34 1.583, H75 1.090, H79 1.090, H169 1.090
58 C 5.83 6.49 4.02  C15 1.583, C38 1.532, H120 1.090, H165 1.090
59 C -2.74 -0.29 4.48  C44 1.562, H70 1.090, H93 1.090, H150 1.090
60 C -2.95 -1.31 -6.82  C50 1.587, H76 1.090, H89 1.090, H112 1.090
61 C 2.80 -5.19 3.74  C51 1.535, C56 1.524, H98 1.090, H161 1.090
62 C 1.24 -4.49 1.94  C51 1.542, H68 1.090, H125 1.090, H126 1.090
63 C 0.86 2.18 -0.70  C16 1.509, C65 1.594, H115 1.090, H137 1.090
64 C 1.41 0.01 0.57  C65 1.585, H130 1.090, H163 1.090, H164 1.090
65 C 1.26 0.65 -0.88  N13 1.455, C45 1.497, C63 1.594, C64 1.585
66 H 3.45 -4.79 0.35  C49 1.090
67 H -6.27 -0.88 -6.32  C31 1.090
68 H 0.90 -5.38 1.41  C62 1.090
69 H -0.72 3.48 -0.55  C16 1.090
70 H -1.68 -0.55 4.40  C59 1.090
71 H 6.04 2.50 2.82  O5 0.960
72 H -5.32 -0.07 3.41  O3 0.960
73 H -1.25 -4.60 0.07  C33 1.090
74 H 6.88 -0.62 -3.81  C22 1.090
75 H 4.23 -0.49 2.97  C57 1.090
76 H -2.91 -0.22 -6.81  C60 1.090
77 H -5.05 0.30 -6.07  C31 1.090
78 H 3.60 3.77 0.73  C54 1.090
79 H 3.47 -0.11 4.38  C57 1.090
80 H -4.20 -4.78 -3.96  C55 1.090
81 H -4.13 -3.26 -0.19  O7 0.960
82 H -5.93 -6.34 -1.06  C53 1.090
83 H -3.45 -5.81 -1.59  C52 1.090
84 H 8.44 0.39 -2.48  O2 0.960
85 H 6.53 3.09 0.68  C30 1.090
86 H 1.05 1.61 -5.37  C24 1.090
87 H -4.29 4.82 4.61  C17 1.090
88 H 3.60 4.01 4.66  C28 1.090
89 H -2.59 -1.63 -5.85  C60 1.090
90 H 5.90 1.30 -2.31  C46 1.090
91 H -3.92 4.08 2.26  C48 1.090
92 H 3.39 5.45 1.26  C54 1.090
93 H -3.16 -0.99 3.75  C59 1.090
94 H -0.15 -3.43 -0.54  C33 1.090
95 H -2.61 1.76 6.02  C29 1.090
96 H -4.67 0.11 -8.43  C19 1.090
97 H 3.25 5.62 3.95  C28 1.090
98 H 3.86 -5.39 3.87  C61 1.090
99 H 1.85 1.84 -8.11  O9 0.960
100 H 4.04 -3.34 5.35  C27 1.090
101 H 6.28 4.86 6.30  C41 1.090
102 H 4.89 0.14 -3.07  C46 1.090
103 H -5.02 2.84 1.57  C48 1.090
104 H -0.10 1.54 -6.74  C24 1.090
105 H -6.18 -4.68 -0.81  C53 1.090
106 H 2.58 -2.60 5.95  C27 1.090
107 H -6.87 3.93 4.17  C32 1.090
108 H 5.76 6.74 0.57  C26 1.090
109 H -6.72 2.48 5.09  C32 1.090
110 H -1.66 -1.10 -3.49  C42 1.090
111 H 4.28 -2.13 1.52  O8 0.960
112 H -2.34 -1.77 -7.59  C60 1.090
113 H 7.02 6.37 1.75  C26 1.090
114 H 6.21 3.36 5.51  C41 1.090
115 H 1.29 2.74 -1.54  C63 1.090
116 H -1.64 -0.56 -0.02  C18 1.090
117 H 7.33 4.56 4.91  C41 1.090
118 H 7.67 4.16 1.27  C30 1.090
119 H 1.15 -1.45 2.68  C40 1.090
120 H 6.90 6.64 4.19  C58 1.090
121 H -4.49 -1.39 -9.28  C19 1.090
122 H 0.63 -2.58 3.84  C40 1.090
123 H -1.03 2.37 -2.76  C35 1.090
124 H 0.14 -5.20 -0.87  C33 1.090
125 H 0.47 -4.49 2.71  C62 1.090
126 H 1.13 -3.73 1.17  C62 1.090
127 H 2.41 1.08 -2.67  C45 1.090
128 H -5.98 -0.54 -3.93  C20 1.090
129 H -4.38 -1.23 -3.95  C20 1.090
130 H 0.46 0.16 1.07  C64 1.090
131 H -2.21 -1.51 -1.35  C18 1.090
132 H -5.70 -2.99 -3.53  C37 1.090
133 H -5.70 4.27 2.29  C48 1.090
134 H 2.43 -5.12 5.81  C56 1.090
135 H 4.32 7.41 2.71  C15 1.090
136 H -1.03 2.08 0.35  C16 1.090
137 H 1.26 2.60 0.22  C63 1.090
138 H -6.07 -5.61 -6.24  C47 1.090
139 H -1.13 1.25 2.73  C36 1.090
140 H -3.05 -0.03 -0.85  C18 1.090
141 H -2.31 3.98 3.91  C21 1.090
142 H -1.28 2.08 4.92  C29 1.090
143 H 1.22 -4.34 4.86  C56 1.090
144 H -6.78 -4.97 -4.79  C47 1.090
145 H -2.40 0.41 -3.77  C42 1.090
146 H -6.01 -1.07 -8.50  C19 1.090
147 H 4.59 -5.10 1.67  C49 1.090
148 H -3.56 -3.96 -7.35  O1 0.960
149 H -3.65 -4.90 -5.66  C55 1.090
150 H -2.99 -0.53 5.51  C59 1.090
151 H 5.28 0.09 -1.30  C46 1.090
152 H -2.31 4.14 5.70  C21 1.090
153 H -7.27 -4.36 -6.34  C47 1.090
154 H -3.25 -3.55 -4.63  C55 1.090
155 H 0.23 -1.91 -1.56  O4 0.960
156 H -7.00 -2.75 -4.56  C37 1.090
157 H 4.22 5.10 -0.19  C54 1.090
158 H 0.92 2.91 -6.47  C24 1.090
159 H -2.31 2.13 -1.73  C35 1.090
160 H 2.98 -0.39 -1.75  C45 1.090
161 H 2.22 -6.11 3.79  C61 1.090
162 H -1.95 -3.87 -2.00  O6 0.960
163 H 2.28 0.25 1.18  C64 1.090
164 H 1.58 -1.05 0.39  C64 1.090
165 H 5.35 7.10 4.78  C58 1.090
166 H 3.49 -6.25 1.48  C49 1.090
167 H -2.65 0.75 1.81  C36 1.090
168 H -0.78 0.15 -4.24  C42 1.090
169 H 4.82 -1.25 4.32  C57 1.090
170 H -2.43 2.35 2.26  C36 1.090
171 H 3.20 1.22 -1.15  C45 1.090
172 H -6.96 2.41 3.34  C32 1.090
173 H 5.89 8.17 2.69  C15 1.090
174 H -4.61 3.60 5.85  C17 1.090
175 H -3.82 -5.61 0.01  C52 1.090
176 H 7.03 4.64 -0.21  C30 1.090
177 H 6.61 -1.68 -2.40  C22 1.090
178 H 1.08 -1.08 4.53  C40 1.090
179 H 4.04 5.30 5.71  C28 1.090
180 H -5.77 -5.19 -2.36  C53 1.090

- HOMO-LUMO gap (Ha) = 0.2876
- net charge = 0
- highest occupied orbital energy (eV) = -7.55